No. 1
93
Properties=species:S:1:pos:R:3 method="wB97M-V/def2-TZVPD" total_energy_ha=-3966.32432 fmax_ev_per_a=2.02 homo_ev="-11.78 / -11.78" orbital_gap_ev="6.3 / 5.1" spin_multiplicity=5 total_charge=+2 lumo_ha="-0.2011 / -0.2470"
Co -2.07159 -1.30757 -1.19813
O 0.15641 -1.45347 -1.28663
C 1.02381 -2.54147 -1.08383
C -1.11419 -3.77647 0.52937
O -0.73549 -4.84907 0.49367
O -1.53489 -2.70077 0.56337
C 1.41361 -3.23757 -2.29173
C 1.46751 -4.63347 -2.36693
C 1.99271 -5.24657 -3.48793
C 2.48251 -4.48227 -4.53753
C 2.39991 -3.09877 -4.48543
C 1.85251 -2.47717 -3.38343
C 1.68681 -2.68407 0.15087
C 2.81861 -3.53107 0.26017
C 3.55711 -3.57167 1.41637
C 3.19821 -2.79827 2.51667
C 2.07541 -1.98417 2.44797
C 1.32981 -1.92327 1.29347
H 0.50331 -0.70567 -0.77923
H 1.08451 -5.22537 -1.54663
H 2.02051 -6.32557 -3.54363
H 2.92301 -4.95897 -5.39763
H 2.77331 -2.50397 -5.30373
H 1.82741 -1.39917 -3.31973
H 3.12731 -4.11307 -0.59323
H 4.43351 -4.19867 1.46117
H 3.78301 -2.83987 3.42007
H 1.78771 -1.39537 3.30747
H 0.44041 -1.30717 1.27527
C -6.20559 0.16673 -2.17163
C -5.12489 -0.67767 -1.56993
O -3.92609 -0.43377 -1.72573
N -5.55529 -1.70607 -0.82473
C -4.63469 -2.59417 -0.13943
C -3.99139 -3.55657 -1.11453
C -4.49509 -4.83577 -1.28723
C -3.91599 -5.67307 -2.22933
C -2.87249 -5.18327 -2.99963
C -2.41899 -3.89527 -2.76303
N -2.95249 -3.10487 -1.83263
H -5.78709 1.08743 -2.56303
H -6.96069 0.39613 -1.42303
H -6.68979 -0.36867 -2.98713
H -6.54149 -1.91307 -0.78803
H -5.16669 -3.12967 0.64657
H -3.85639 -1.96297 0.31787
H -5.32179 -5.17747 -0.68603
H -4.26889 -6.68377 -2.36093
H -2.42629 -5.78637 -3.77323
H -1.60539 -3.47777 -3.34223
C -0.76099 5.05033 3.46067
C -0.12639 3.66893 3.23737
C -1.19819 2.59583 3.45477
C 0.94841 3.47873 4.32067
C 0.50721 3.62063 1.79167
O 1.31681 4.76083 1.59867
C 1.36911 2.34753 1.59027
C 2.24871 2.39453 0.32767
C 3.24551 3.51213 0.35217
C 3.24321 4.49533 -0.64223
C 4.16061 5.52303 -0.62413
C 5.11841 5.58103 0.39227
Cl 6.27451 6.84313 0.41557
C 5.14571 4.59293 1.38177
C 4.22311 3.57163 1.35197
C -0.57019 3.78083 0.67097
N -0.86539 2.62163 -0.11783
C -1.52409 1.50293 0.18847
N -1.51199 0.68343 -0.85363
C -0.83549 1.37873 -1.80483
N -0.43479 2.54263 -1.37583
H -1.08329 5.13553 4.49467
H -1.63499 5.21133 2.83567
H -0.05159 5.84883 3.25917
H -1.53439 2.64473 4.48787
H -0.81009 1.59313 3.28657
H -2.07139 2.76813 2.83087
H 0.51231 3.72183 5.28577
H 1.80221 4.13943 4.18037
H 1.29791 2.45063 4.38197
H 1.90311 4.87863 2.35577
H 0.73801 1.45753 1.56307
H 2.03631 2.25193 2.44507
H 1.65331 2.48803 -0.57903
H 2.79631 1.44673 0.28367
H 2.50031 4.45523 -1.42473
H 4.14881 6.28533 -1.38603
H 5.89181 4.63373 2.15907
H 4.26601 2.80183 2.10917
H -0.16479 4.52613 -0.01743
H -1.49899 4.16473 1.09127
H -2.00769 1.31313 1.12367
H -0.64789 1.01653 -2.79673

No. 2
99
Properties=species:S:1:pos:R:3 method="wB97M-V/def2-TZVPD" total_energy_ha=-3850.44024 fmax_ev_per_a=0.30 homo_ev=-4.54 orbital_gap_ev=7.0 total_charge=-1 lumo_ha=0.0888
In 0.41424 -0.31386 -0.36967
Cl 6.23254 -3.79956 2.84033
C 5.13442 -2.76824 1.95461
C 5.43513 -1.40397 1.81381
C 4.58410 -0.57230 1.14071
C 3.36483 -1.04421 0.56765
O 2.60567 -0.22061 -0.05214
C 3.09235 -2.43342 0.72365
C 1.89479 -3.04856 0.22196
O 0.94020 -2.50178 -0.32400
C 3.98766 -3.27229 1.41454
H 6.34701 -1.01707 2.25111
H 4.80069 0.48284 1.03558
H 1.84410 -4.14259 0.34386
H 3.73991 -4.32049 1.53279
F -4.86162 -1.80567 0.02754
C -3.65119 -2.25740 0.41020
F -3.81606 -2.83786 1.61808
F -3.30173 -3.21827 -0.44981
C -2.61461 -1.09501 0.50437
O -3.05367 -0.02786 0.91706
O -1.44961 -1.43145 0.17970
N -1.79031 3.84466 0.55194
C -2.89465 3.71208 0.26296
C -4.27868 3.56642 -0.10605
C -4.89419 2.31892 -0.03995
C -6.22452 2.20656 -0.41546
C -6.93130 3.31941 -0.84806
C -6.31186 4.56154 -0.90847
C -4.98420 4.68947 -0.53897
H -4.33387 1.45679 0.30159
H -6.70488 1.23798 -0.36957
H -7.96900 3.22065 -1.14101
H -6.86282 5.42994 -1.24552
H -4.48587 5.64870 -0.58374
C 1.84906 5.57642 1.90303
C 1.54455 4.32524 1.13236
C 1.62421 4.30854 -0.26187
C 1.31108 3.12094 -0.88499
N 0.93692 2.05536 -0.19376
C 0.87493 2.15229 1.14778
S 0.34660 0.72072 1.95383
N 1.19206 3.25856 1.83414
H 2.81520 5.99134 1.61143
H 1.85116 5.35777 2.96788
H 1.08728 6.33167 1.69927
H 1.91877 5.18364 -0.82338
H 1.35148 3.00085 -1.96304
C 2.66983 -1.82570 4.37112
N 1.39826 -1.40001 4.92554
C 1.35298 -1.52981 6.37357
C 0.24434 -1.78358 4.24451
S 0.22899 -3.06993 3.17681
N -0.83998 -1.03449 4.52403
C -0.76054 0.28381 5.13104
C -2.16188 -1.36644 4.02323
H 3.45933 -1.25224 4.86099
H 2.69126 -1.61321 3.30630
H 2.85532 -2.89595 4.51892
H 1.48672 -2.57760 6.67683
H 0.40610 -1.17737 6.77171
H 2.15531 -0.93744 6.81616
H 0.26721 0.63248 5.13842
H -1.16108 0.27550 6.15057
H -1.35214 0.97300 4.52762
H -2.17608 -2.38914 3.66246
H -2.43111 -0.69526 3.20373
H -2.88750 -1.24579 4.83202
C 0.69866 -2.72407 -6.70415
C 1.22312 -2.22224 -5.38222
C 2.51399 -2.51802 -4.97583
C 2.97505 -2.02192 -3.75562
C 4.36787 -2.33686 -3.27276
C 2.14185 -1.25088 -2.97165
C 0.80616 -0.96194 -3.32368
C 0.38713 -1.46054 -4.57078
N 0.03120 -0.20554 -2.45950
C -1.26299 0.33556 -2.92347
C -1.11407 1.09963 -4.26735
C -1.74347 1.36729 -1.90085
C -2.35327 -0.74389 -3.02659
H 1.44345 -3.33366 -7.21668
H 0.43110 -1.89375 -7.36195
H -0.19844 -3.33156 -6.56661
H 3.16303 -3.11891 -5.60438
H 5.05316 -2.49165 -4.10787
H 4.37183 -3.24827 -2.66864
H 4.75885 -1.53352 -2.64681
H 2.54201 -0.83284 -2.05903
H -0.60905 -1.27029 -4.93551
H -0.06386 1.29689 -4.48283
H -1.63504 2.05745 -4.21121
H -1.53281 0.55679 -5.11477
H -1.07445 2.22549 -1.86829
H -1.83814 0.96579 -0.88724
H -2.73851 1.72096 -2.18337
H -2.07190 -1.56182 -3.68654
H -3.28381 -0.30450 -3.39711
H -2.54031 -1.17680 -2.04651

No. 3
113
Properties=species:S:1:pos:R:3 method="wB97M-V/def2-TZVPD" total_energy_ha=-6736.24132 fmax_ev_per_a=5.59 homo_ev=-16.79 orbital_gap_ev=7.5 total_charge=+4 lumo_ha=-0.3403
Zn -23.94871 -12.87829 -6.57901
C -14.45270 -7.95220 -6.72502
N -15.59905 -8.45645 -6.01400
C -16.79227 -8.52416 -6.61202
C -17.86494 -9.16048 -6.00417
C -17.73015 -9.67935 -4.71142
C -16.49400 -9.52665 -4.05802
C -15.41405 -9.01224 -4.76476
C -18.90764 -10.30173 -4.08236
C -19.62578 -11.31223 -4.66732
C -20.87018 -11.64078 -4.14602
N -21.39096 -10.95437 -3.09802
C -20.67838 -9.92795 -2.50865
C -19.42291 -9.63197 -2.94252
C -22.69616 -11.38298 -2.52553
H -14.15665 -6.98944 -6.28871
H -14.68326 -7.78990 -7.73647
H -13.61590 -8.61994 -6.49483
H -16.91855 -8.01485 -7.57646
H -18.82251 -9.25847 -6.54633
H -16.42453 -9.71347 -2.97222
H -14.42386 -8.93035 -4.31801
H -19.29130 -11.74901 -5.59195
H -21.41390 -12.44773 -4.59510
H -21.23201 -9.50742 -1.70329
H -18.79734 -8.88319 -2.46462
H -22.64164 -11.95161 -1.62486
H -23.10210 -12.04877 -3.26045
H -23.35679 -10.52546 -2.42189
C -26.44401 -17.11387 -5.91843
N -27.67651 -16.82599 -5.12884
C -28.58209 -16.01309 -5.70918
C -29.71524 -15.66497 -5.08964
C -29.97462 -16.20436 -3.82479
C -29.03858 -17.03843 -3.23374
C -27.85472 -17.27970 -3.88075
C -31.08753 -15.74074 -3.00337
C -30.86641 -14.63481 -2.17583
C -31.83990 -14.17237 -1.32320
N -33.02107 -14.78927 -1.28850
C -33.26872 -15.88219 -2.06716
C -32.36268 -16.35192 -2.99900
C -34.06000 -14.28547 -0.22461
H -26.66653 -18.06180 -6.37110
H -25.61868 -17.07141 -5.21217
H -26.36911 -16.29653 -6.63414
H -28.34251 -15.60259 -6.70499
H -30.43247 -15.04000 -5.53578
H -29.20282 -17.32215 -2.21054
H -27.02478 -17.83591 -3.43707
H -29.94139 -14.05536 -2.13357
H -31.76365 -13.31070 -0.64181
H -34.24430 -16.36788 -2.01199
H -32.64640 -17.25574 -3.57371
H -34.89352 -15.01243 -0.12818
H -34.50602 -13.35505 -0.57977
H -33.49903 -14.23176 0.71736
C -14.31859 -17.01322 -10.96969
N -15.78453 -16.89733 -10.59552
C -16.52656 -16.05264 -11.32889
C -17.92066 -15.95143 -11.10666
C -18.49766 -16.72088 -10.09859
C -17.65303 -17.55493 -9.36780
C -16.29269 -17.66290 -9.63119
C -19.97385 -16.53694 -9.78129
C -20.66282 -17.65784 -9.33181
C -22.06544 -17.61669 -9.20380
N -22.66023 -16.43013 -9.34124
C -21.99762 -15.29141 -9.57422
C -20.60949 -15.31923 -9.89229
C -24.12100 -16.29592 -9.11468
H -14.13282 -17.93254 -11.49755
H -13.74095 -16.98124 -10.06658
H -14.16681 -16.08409 -11.57499
H -16.00367 -15.35622 -11.98586
H -18.51222 -15.33439 -11.75999
H -18.17833 -18.10409 -8.59296
H -15.52941 -18.21945 -9.10567
H -20.15837 -18.59564 -9.18403
H -22.63780 -18.49447 -8.88983
H -22.57817 -14.34763 -9.65027
H -20.08253 -14.39424 -10.05509
H -24.41414 -17.28825 -9.30860
H -24.46997 -15.53064 -9.80982
H -24.30977 -15.98975 -8.07072
O -20.93450 -15.19522 -4.70482
C -21.97841 -14.97400 -5.58536
O -22.45141 -15.97465 -6.16399
O -22.28814 -13.72667 -5.67897
H -20.91584 -16.14986 -4.53395
O -26.02632 -13.36387 -9.75077
C -25.48286 -13.55159 -8.43322
O -26.23244 -13.67528 -7.47515
O -24.27001 -13.46922 -8.42026
H -26.91215 -13.02684 -9.66439
N -25.45481 -14.59052 -4.17326
S -25.59829 -13.00692 -3.86436
O -24.88089 -12.20059 -4.85890
O -25.44942 -12.60669 -2.54235
F -27.12261 -12.64784 -4.21738
S -24.66463 -15.38239 -3.13756
O -23.41556 -14.80510 -2.67699
O -24.67113 -16.76764 -3.49094
F -25.59313 -15.36858 -1.84240
N -22.87125 -11.11829 -6.74148
S -21.78030 -10.81307 -7.86220
O -20.63140 -10.19744 -7.35224
O -22.17931 -10.38726 -9.17156
F -21.33207 -12.38801 -8.03279
S -23.56792 -9.70021 -6.19293
O -22.77868 -8.56112 -6.55488
O -23.93985 -9.85429 -4.83972
F -24.85898 -9.65434 -6.95604